Formula: C22H65O11Pt
Source: OMol25
Level of theory: wB97M-V/def2-TZVPD

The calculation puts the LUMO energy (alpha / beta) at -2.906 / -4.613 eV. The HOMO-LUMO gap (alpha / beta) is 8.90 / 6.89 eV. Its spin multiplicity is 3. The value obtained for the HOMO energy (alpha / beta) is -11.81 / -11.50 eV. The total charge is +1.

```
99
C22H65O11Pt, DFT wB97M-V/def2-TZVPD
Pt 1.1950 -1.1931 -3.1867
C -0.2362 0.6442 1.0099
C 0.8152 0.0737 0.0877
O 0.6536 -0.1114 -1.2877
H -0.5489 1.5556 0.5002
H 0.1149 0.6288 2.0417
H -1.1273 0.0169 0.9908
H 1.1830 -0.8886 0.4439
H 1.6255 0.8016 0.1285
C -1.4679 1.6822 -4.3628
C -0.0043 1.6357 -3.9237
O 0.4511 0.3792 -4.4063
H -1.6247 1.9094 -5.4172
H -2.0986 2.3893 -3.8240
H -2.0048 0.7833 -4.0598
H 0.0772 1.8068 -2.8503
H 0.5044 2.4598 -4.4239
H 0.4217 0.4719 -5.3614
C -4.0425 -1.7113 1.3887
C -5.5122 -1.8608 1.8517
O -5.8463 -3.2062 1.5846
H -3.4815 -2.1495 2.2142
H -3.8157 -0.6452 1.4000
H -3.8212 -2.0381 0.3727
H -6.1662 -1.1290 1.3776
H -5.6453 -1.7083 2.9227
H -5.3313 -3.8280 2.1039
C -0.9069 -4.9856 -0.1457
C -0.3614 -4.3656 1.1152
O 0.8795 -3.8351 0.8284
H -1.9685 -5.2328 -0.1414
H -0.3676 -5.9085 -0.3595
H -0.6456 -4.3466 -0.9892
H -0.3908 -5.0001 2.0010
H -1.0728 -3.6098 1.4481
H 1.2833 -3.7317 1.6932
C -2.9397 -3.1591 -3.3767
C -2.5129 -2.2705 -2.2217
O -1.6268 -1.2877 -2.6442
H -3.8155 -3.7654 -3.1453
H -2.1322 -3.8453 -3.6318
H -3.2149 -2.5481 -4.2364
H -2.1966 -2.9532 -1.4330
H -3.4158 -1.8229 -1.8062
H -1.2924 -0.8215 -1.8745
C 4.9259 0.5231 1.3898
C 5.0525 1.2283 2.7298
O 4.0801 2.2374 2.8123
H 4.8743 1.2719 0.5994
H 3.9772 -0.0136 1.3759
H 5.7131 -0.2275 1.3194
H 6.0633 1.5461 2.9856
H 4.8758 0.4391 3.4606
H 4.4015 2.8209 3.5036
C 4.8083 1.0138 -2.3709
C 3.4282 1.1416 -3.0268
O 3.1642 -0.1186 -3.6294
H 4.8441 0.1998 -1.6467
H 5.1439 1.9404 -1.9052
H 5.6308 0.8465 -3.0663
H 3.2376 1.9226 -3.7629
H 2.6822 1.3614 -2.2632
H 3.9149 -0.2974 -4.2004
C -3.2606 2.8086 -0.5283
C -3.4016 3.1862 0.9343
O -4.7022 2.9615 1.4189
H -4.0563 3.2087 -1.1568
H -3.3028 1.7298 -0.6783
H -2.2939 3.1193 -0.9245
H -2.9947 4.1925 1.0338
H -2.7476 2.4977 1.4695
H -4.7065 3.1428 2.3616
C 0.6565 5.3657 1.0563
C 1.7135 4.3192 0.9617
O 1.6146 3.6343 -0.2786
H 0.7758 6.0617 0.2259
H 0.5574 5.8032 2.0497
H -0.3051 4.8819 0.8850
H 1.7331 3.6234 1.8004
H 2.6960 4.7855 1.0340
H 1.2581 2.7500 -0.1667
C 3.8877 -2.5051 -0.8749
C 3.0102 -3.3066 -1.8199
O 1.6568 -2.8539 -1.8248
H 4.6552 -1.8972 -1.3539
H 4.4450 -3.2265 -0.2772
H 3.4525 -1.7252 -0.2501
H 3.1271 -4.3380 -1.4872
H 3.5318 -3.3901 -2.7733
H 1.3595 -3.1966 -0.9787
C -1.4943 0.7845 4.3832
C -2.0993 0.4361 5.7596
O -2.8232 1.5456 6.3123
H -0.8786 1.6768 4.4967
H -2.2133 1.0245 3.5999
H -0.9243 -0.0654 4.0078
H -1.2814 0.1719 6.4299
H -2.7862 -0.3906 5.5785
H -2.2468 2.0684 6.8744
```

---

Formula: C22H66F2InNO15S2
Source: OMol25
Level of theory: wB97M-V/def2-TZVPD

The calculation puts the LUMO energy at -12.743 eV. The HOMO-LUMO gap is 1.55 eV. The value obtained for the HOMO energy is -14.29 eV. The total charge is +2. The energy relative to the best compared isomer or geometry (same formula, charge and spin) is 1.110 eV.

```
109
C22H66F2InNO15S2, DFT wB97M-V/def2-TZVPD
In -1.6441 0.4009 -3.6630
N -0.5677 0.2048 -1.0144
S -0.9612 0.6922 0.4099
O -0.4586 1.9829 0.8051
O -1.2653 -0.3327 1.3879
F -2.4902 1.0371 -0.0315
S 0.7554 -0.7106 -0.4723
O 0.5938 -2.1233 -0.2306
O 1.7225 -0.0097 0.3231
F 1.4706 -0.7753 -1.9035
C -3.4042 2.9751 2.5712
C -3.3307 1.9359 3.6574
O -4.6207 1.7978 4.2329
H -2.4128 3.0783 2.1285
H -3.7769 3.9598 2.8485
H -4.1141 2.5943 1.8314
H -2.6412 2.2188 4.4739
H -3.0072 0.9387 3.3097
H -4.5506 1.2283 5.0133
C 3.6508 -3.3377 1.5905
C 4.8067 -4.0315 0.9050
O 5.4403 -4.8564 1.8596
H 3.9443 -2.8670 2.5312
H 2.9652 -4.1350 1.8866
H 3.1771 -2.6289 0.9136
H 5.5495 -3.3643 0.4444
H 4.3632 -4.6475 0.1051
H 5.9134 -5.5705 1.4093
C 3.4677 -4.8800 -2.5076
C 3.2873 -3.3577 -2.5894
O 4.1236 -2.9669 -3.6872
H 2.8126 -5.3725 -1.7839
H 4.5147 -5.0934 -2.3075
H 3.1811 -5.3204 -3.4626
H 3.6412 -2.8321 -1.6991
H 2.2680 -3.0438 -2.8139
H 3.5618 -2.7475 -4.4381
C -6.9399 1.2353 -0.1305
C -5.4603 1.0288 -0.4401
O -5.0207 2.0024 -1.4062
H -7.2676 0.4554 0.5610
H -7.5166 1.1516 -1.0524
H -7.2024 2.1938 0.3133
H -5.2781 0.0328 -0.8507
H -4.8240 1.0997 0.4428
H -5.0999 1.5826 -2.2683
C 0.5456 -5.4047 0.1896
C 0.1106 -5.5868 1.6261
O 0.8079 -6.6459 2.2181
H 1.5637 -5.0312 0.0809
H -0.0696 -4.6660 -0.3243
H 0.4708 -6.3588 -0.3364
H -0.9755 -5.7672 1.6727
H 0.3104 -4.6586 2.1932
H 0.6465 -6.6652 3.1709
C -2.1913 5.1583 -1.4993
C -2.2496 4.1669 -2.6607
O -2.4472 2.8379 -2.2285
H -1.4692 4.7883 -0.7714
H -3.1867 5.3280 -1.0867
H -1.8472 6.1219 -1.8787
H -1.2812 4.2223 -3.1650
H -3.0155 4.4747 -3.3838
H -3.2422 2.8049 -1.6575
C 1.4904 -0.3136 3.4096
C 1.7466 -0.0953 4.9093
O 2.3980 -1.2265 5.4430
H 1.0840 0.5529 2.8853
H 0.7555 -1.1136 3.2867
H 2.3892 -0.6183 2.8737
H 0.8158 0.0413 5.4485
H 2.4395 0.7529 4.9811
H 3.3224 -1.1988 5.1544
C 4.2397 0.9183 -3.3909
C 3.4097 0.3576 -4.5304
O 2.6117 1.4081 -5.0752
H 4.9282 0.1787 -2.9845
H 3.5652 1.2601 -2.6046
H 4.8470 1.7673 -3.7082
H 2.7342 -0.3773 -4.0758
H 3.9951 -0.2095 -5.2578
H 1.9057 1.0183 -5.6019
C -3.6026 -2.6242 0.0207
C -2.7003 -2.5685 -1.2043
O -3.2691 -1.7046 -2.1945
H -4.5486 -3.0746 -0.3026
H -3.7755 -1.6721 0.5143
H -3.2275 -3.3328 0.7633
H -2.5055 -3.5623 -1.6126
H -1.7428 -2.1474 -0.9080
H -4.1874 -1.9733 -2.3173
C 1.5588 4.2221 -2.2021
C 0.8931 2.8616 -2.0865
O 0.5714 2.3181 -3.3577
H 2.5018 4.1825 -2.7520
H 1.8023 4.5994 -1.2069
H 0.9116 4.9303 -2.7199
H -0.0176 2.9253 -1.4890
H 1.5166 2.1585 -1.5142
H 1.4264 2.2025 -3.8432
C 0.3524 3.6421 3.7594
C 0.6284 4.5602 2.5954
O 1.4905 5.5858 3.0867
H 1.3072 3.2007 4.0594
H -0.2506 2.7990 3.4111
H -0.1243 4.1499 4.5937
H -0.2769 5.1314 2.3103
H 1.0189 3.9980 1.7374
H 1.7352 6.1486 2.3350
```

---

Formula: C22H66O11
Source: OMol25
Level of theory: wB97M-V/def2-TZVPD

As for the structure (SMILES): CCO.CCO.CCO.CCO.CCO.CCO.CCO.CCO.CCO.CCO.CCO. The calculation puts the LUMO energy at 0.116 eV. The HOMO-LUMO gap is 10.21 eV. The value obtained for the HOMO energy is -10.09 eV. The energy relative to the best compared isomer or geometry (same formula, charge and spin) is 5.909 eV.

```
99
C22H66O11, DFT wB97M-V/def2-TZVPD
C -5.5667 -3.7670 16.6845
C -6.1910 -4.1921 18.0051
O -5.6191 -3.3116 18.9873
H -5.7265 -4.5462 15.9392
H -4.4780 -3.7298 16.7218
H -5.8611 -2.7666 16.3672
H -5.9589 -5.2417 18.1851
H -7.2734 -4.0645 17.9885
H -6.2523 -3.0126 19.6440
C 2.1258 0.2910 9.0707
C 3.0669 -0.6458 8.1932
O 3.1784 -1.9912 8.5894
H 2.3585 0.2884 10.1356
H 1.1121 -0.1081 9.1058
H 2.0079 1.3412 8.8037
H 4.0228 -0.1481 8.3565
H 2.8298 -0.5671 7.1323
H 2.3784 -2.4005 8.2517
C 2.0816 -4.7728 4.1157
C 0.8861 -4.1886 4.8504
O 0.6830 -4.8132 6.1106
H 2.8946 -5.0361 4.7924
H 2.5574 -4.0820 3.4197
H 1.8350 -5.7360 3.6690
H 0.0005 -4.4393 4.2664
H 0.9020 -3.1095 5.0039
H 0.3912 -5.7203 5.9942
C -1.8936 0.9434 3.0348
C -0.5743 1.5380 2.8390
O -0.2419 2.3299 4.0253
H -2.1328 0.1852 2.2892
H -2.6465 1.7316 3.0307
H -2.0518 0.4367 3.9869
H -0.5913 2.1714 1.9521
H 0.2582 0.8507 2.6887
H 0.4125 2.9699 3.7359
C -8.3851 -7.3375 10.7954
C -9.4681 -8.0209 10.0118
O -9.1819 -9.4061 9.8396
H -7.4547 -7.3857 10.2295
H -8.2481 -7.7721 11.7855
H -8.5866 -6.2706 10.8909
H -9.6113 -7.5053 9.0622
H -10.4057 -7.9698 10.5652
H -9.4802 -9.9210 10.5929
C 1.3603 -4.6603 14.4683
C 1.6485 -4.3086 12.9948
O 2.8834 -3.6261 13.0175
H 2.1492 -5.2541 14.9299
H 0.4013 -5.1545 14.6242
H 1.4499 -3.7915 15.1204
H 0.8916 -3.6455 12.5758
H 1.5735 -5.1799 12.3441
H 2.8323 -3.1215 13.8326
C -3.5295 4.1599 8.7187
C -3.3952 5.0521 7.5474
O -3.4932 4.4483 6.2641
H -3.2090 4.7251 9.5939
H -2.8458 3.3141 8.7923
H -4.5715 3.8444 8.7715
H -2.4284 5.5499 7.6226
H -4.1503 5.8312 7.6518
H -2.7320 3.8865 6.1009
C -11.6740 -2.5391 6.3146
C -10.2192 -2.4607 5.7987
O -9.3426 -2.1921 6.9394
H -11.9434 -3.3248 7.0204
H -12.3701 -2.6942 5.4902
H -11.9529 -1.5568 6.6958
H -10.2277 -1.5782 5.1590
H -9.9233 -3.3697 5.2749
H -8.4283 -2.4100 6.7438
C -2.2219 -10.0628 11.8821
C -1.4158 -9.4136 12.9980
O -1.1040 -10.2137 14.0363
H -3.2079 -10.4235 12.1751
H -1.5332 -10.8453 11.5635
H -2.2673 -9.3500 11.0588
H -2.1100 -8.6219 13.2797
H -0.5555 -8.8515 12.6346
H -1.1090 -11.1100 13.6926
C -4.2577 -3.0473 10.5002
C -3.7009 -2.5978 9.1190
O -3.9330 -3.6204 8.1394
H -5.2681 -3.4102 10.3116
H -4.1597 -2.3775 11.3545
H -3.7120 -3.9394 10.8076
H -2.6809 -2.2681 9.3168
H -4.2568 -1.7327 8.7577
H -3.1818 -3.5599 7.5446
C -9.9808 -1.3592 12.7661
C -11.1930 -1.6283 11.8211
O -12.2777 -0.8804 12.3985
H -9.8955 -0.3307 13.1169
H -9.0001 -1.4260 12.2951
H -10.0690 -2.0556 13.6000
H -11.4660 -2.6834 11.8021
H -10.9595 -1.3290 10.7993
H -12.0822 -0.7329 13.3267
```

---

Formula: C22H66O11S11
Source: OMol25
Level of theory: wB97M-V/def2-TZVPD

The calculation puts the LUMO energy at -0.201 eV. The HOMO-LUMO gap is 8.15 eV. The value obtained for the HOMO energy is -8.35 eV. The energy relative to the best compared isomer or geometry (same formula, charge and spin) is 2.858 eV.

```
110
C22H66O11S11, DFT wB97M-V/def2-TZVPD
C -2.4513 1.1638 3.2937
S -2.5593 1.3544 5.1126
O -4.0227 1.3565 5.4711
C -1.9269 -0.2602 5.5415
H -2.6539 2.1889 2.9824
H -3.1036 0.4100 2.8560
H -1.4158 0.9594 3.0188
H -1.5879 -0.2793 6.5780
H -1.0478 -0.5440 4.9613
H -2.6440 -1.0752 5.4405
C 3.9568 -3.6471 -2.8067
S 4.6505 -3.8896 -1.1356
O 5.7593 -2.8889 -0.9048
C 3.1769 -3.1372 -0.3471
H 3.8033 -2.5838 -2.9922
H 2.9867 -4.1376 -2.8766
H 4.7131 -4.0801 -3.4603
H 2.2851 -3.7327 -0.5383
H 3.0487 -2.1599 -0.8179
H 3.2970 -2.8267 0.6907
C -6.1306 -3.4781 -0.5475
S -6.2123 -1.6649 -0.6828
O -4.7800 -1.2252 -0.9280
C -7.2248 -1.7331 -2.2083
H -5.9276 -3.9449 -1.5101
H -7.0792 -3.7997 -0.1151
H -5.3861 -3.8074 0.1750
H -8.1607 -2.2185 -1.9263
H -6.8374 -2.4046 -2.9749
H -7.4510 -0.7424 -2.5992
C 0.6716 -2.2914 3.2103
S 1.7680 -3.1321 4.3940
O 2.0695 -4.4191 3.6910
C 3.2771 -2.0339 4.2133
H -0.3242 -2.4072 3.6359
H 0.7265 -2.7828 2.2400
H 0.9215 -1.2599 2.9637
H 2.8288 -1.0563 4.0419
H 3.9690 -2.3932 3.4541
H 3.7905 -1.9737 5.1730
C 5.1987 2.3394 1.1809
S 4.9772 0.8210 2.0881
O 3.6083 0.1999 1.9190
C 6.0794 -0.2437 1.0107
H 6.2236 2.6370 0.9607
H 4.8078 3.0957 1.8624
H 4.6445 2.3135 0.2424
H 5.8812 -1.2743 1.3051
H 7.1419 -0.0698 1.1786
H 5.8178 -0.1959 -0.0461
C 1.3509 2.3508 3.1457
S 1.2475 3.7138 1.9396
O -0.1356 3.6025 1.3298
C 1.1302 5.0586 3.1819
H 1.3516 1.3507 2.7143
H 0.4843 2.3486 3.8097
H 2.1532 2.4820 3.8730
H 1.0904 6.0348 2.7003
H 1.9760 5.0507 3.8701
H 0.2306 4.9492 3.7880
C 0.9533 0.2177 -0.3563
S -0.6354 -0.6751 -0.4019
O -0.6929 -1.2460 1.0209
C -1.8238 0.7126 -0.4272
H 1.7387 -0.4341 0.0231
H 0.8709 1.1070 0.2676
H 1.1764 0.5087 -1.3836
H -1.6185 1.4606 -1.1924
H -1.8762 1.2039 0.5453
H -2.8633 0.4232 -0.5881
C -4.3126 4.1183 0.3079
S -5.5652 2.8080 0.4849
O -6.9620 3.4193 0.4521
C -5.4424 2.0629 -1.2500
H -3.3533 3.6402 0.5211
H -4.3495 4.9571 1.0017
H -4.1862 4.5020 -0.7047
H -5.6068 2.7559 -2.0753
H -6.2760 1.3628 -1.2764
H -4.4706 1.6007 -1.4168
C 4.2624 0.1072 -5.4258
S 3.4443 0.9583 -4.0038
O 2.4406 0.0314 -3.3589
C 4.7966 0.7160 -2.7562
H 5.0614 0.7616 -5.7733
H 3.4888 0.2155 -6.1875
H 4.4720 -0.9400 -5.2185
H 4.3273 0.9786 -1.8081
H 5.6536 1.3902 -2.8059
H 5.1805 -0.3033 -2.7334
C -2.6944 -3.8032 0.2005
S -2.3751 -5.1888 -1.0016
O -3.5783 -5.2211 -1.9342
C -1.0711 -4.2607 -1.9847
H -1.7016 -3.3922 0.3819
H -3.1392 -4.1838 1.1197
H -3.3795 -3.0463 -0.1798
H -0.7149 -4.7894 -2.8666
H -0.2332 -3.9421 -1.3613
H -1.4559 -3.2741 -2.2484
C 0.3424 3.0264 -2.6292
S -1.0713 2.6632 -3.8267
O -2.1652 3.6736 -3.4756
C -0.2461 3.3646 -5.3884
H 0.4519 4.1103 -2.5671
H 1.2873 2.6113 -2.9781
H 0.0705 2.7461 -1.6124
H 0.8150 3.1925 -5.2062
H -0.4481 4.4336 -5.4358
H -0.5576 2.8723 -6.3078
```

---

Record order is preserved below.
Largest force on an atom: 3.1, 6.5, 3.8, 2.6 eV Å⁻¹
Record order is preserved below.
Calculated total energy: -1823.62506, -3246.43202, -1705.19922, -6085.08187 a.u.